DFT (ωB97M-V/def2-TZVPD) results for a gas-phase ion, C7H12O (charge +1).

Structure (XYZ):
```
20
Properties=species:S:1:pos:R:3:forces:R:3:mulliken_spin:R:1
O -1.72817 -1.32306 1.56568 -0.1 1.0 0.5 0.066
C -2.21894 0.06151 1.48164 0.4 -1.2 0.2 0.018
C -2.12615 0.60993 0.11717 0.1 0.3 -0.1 0.698
C -0.82639 0.63556 -0.61700 0.1 -0.1 0.1 0.014
C 0.38652 0.75874 0.35005 0.6 0.9 -0.1 0.048
C 3.19962 -0.72455 -1.71780 -0.4 0.6 0.6 0.021
C 1.98381 -0.47444 -1.15034 -0.4 -0.9 -0.8 0.007
C 1.69093 0.58986 -0.30239 0.4 -0.5 0.1 0.002
H -3.23156 0.01613 1.86862 -0.1 0.4 0.0 0.006
H -2.97825 1.10822 -0.32203 0.0 0.0 0.0 0.015
H -1.58058 0.63521 2.16594 -0.2 0.1 0.1 0.044
H -0.68130 -0.25411 -1.23889 -0.2 -0.1 0.0 0.060
H -0.77015 1.47894 -1.30849 -0.2 0.0 0.0 0.012
H 0.35735 1.72248 0.86136 0.0 0.0 0.0 -0.006
H 0.33629 0.01065 1.15719 0.0 -0.3 -0.1 0.002
H -1.41808 -1.54595 0.69964 0.1 -0.5 -0.7 -0.011
H 4.05484 -0.07864 -1.54775 0.1 -0.1 -0.1 0.002
H 3.29310 -1.60219 -2.33868 0.3 0.0 -0.1 0.002
H 1.20499 -1.18218 -1.41840 -0.1 0.1 0.2 -0.004
H 2.55386 1.23215 -0.12837 -0.3 0.4 0.3 0.003
```
Forces are in eV/Å.

Properties
**ΔE to the lowest compared entry with this formula, charge and spin**: 124.21 kJ/mol
**Lowest unoccupied orbital energy (spin up / spin down)**: -7.14 / -7.02 eV
**Kohn-Sham gap (spin up / spin down)**: 0.17266 / 0.24984 Eh
**<S²>**: 0.755
**2S+1**: 2
**Net charge**: +1